{
  "formula": "C5H10N2O",
  "method": "ωB97M-V with the def2-TZVPD basis set",
  "elements": ["C", "N", "C", "C", "N", "C", "C", "O", "H", "H", "H", "H", "H", "H", "H", "H", "H", "H"],
  "coordinates": [[0.23860, -1.21936, 2.57910], [0.76004, -1.24210, 1.22070], [0.16234, -0.55511, 0.31451], [-1.11906, 0.21196, 0.49837], [0.80260, -0.55449, -0.90183], [0.75017, 0.20811, -2.05388], [0.01190, 1.51620, -2.02640], [1.33469, -0.17285, -3.06728], [-0.64888, -1.85144, 2.67488], [1.00346, -1.61115, 3.25703], [0.01073, -0.20177, 2.91488], [-1.68461, 0.26251, -0.43356], [-0.89849, 1.21853, 0.86063], [-1.76736, -0.28798, 1.22351], [1.51182, -1.27561, -0.95614], [-1.04718, 1.35900, -2.23704], [0.42723, 2.17199, -2.79822], [0.15198, 2.02354, -1.06926]],
  "forces_ev_per_angstrom": [[0.18, -0.07, -0.12], [-0.44, 0.62, -0.41], [0.31, -0.28, 1.69], [-0.17, -0.18, -0.12], [0.52, -0.36, -1.33], [0.36, -0.36, -1.01], [0.21, 0.46, -0.01], [-0.51, 0.35, 1.28], [-0.06, 0.07, 0.10], [-0.15, -0.02, -0.19], [-0.15, -0.09, 0.01], [0.15, 0.16, 0.12], [-0.17, -0.01, -0.05], [0.28, 0.08, 0.01], [-0.03, -0.02, -0.02], [0.05, 0.11, 0.10], [-0.11, -0.34, 0.03], [-0.27, -0.10, -0.05]],
  "fmax_ev_per_a": 1.74,
  "charge": 0,
  "relative_energy_kj_mol": 37.83,
  "homo_lumo_gap_ha": 0.365,
  "smiles": "C/N=C(\\C)NC(C)=O"
}

***

{
  "formula": "C6H10",
  "method": "ωB97M-V with the def2-TZVPD basis set",
  "elements": ["C", "C", "C", "C", "C", "C", "H", "H", "H", "H", "H", "H", "H", "H", "H", "H"],
  "coordinates": [[-2.10266, -0.15057, 0.38681], [-0.79120, 0.06839, 0.28057], [-0.14273, 1.32884, -0.11406], [1.17760, 1.26858, 0.08005], [1.60800, -0.05933, 0.65602], [0.32857, -0.92117, 0.55862], [-2.49629, -1.10632, 0.72319], [-2.82583, 0.62785, 0.15634], [-0.69440, 2.18797, -0.48462], [1.87622, 2.07873, -0.10981], [1.93154, 0.06717, 1.69828], [2.45523, -0.49771, 0.11638], [0.14099, -1.52217, 1.45310], [0.41071, -1.61344, -0.28820], [-0.13152, -0.90321, -2.76596], [-0.74423, -0.85363, -2.34672]],
  "forces_ev_per_angstrom": [[0.08, 0.02, 0.01], [-0.10, -0.02, 0.03], [0.10, -0.01, 0.03], [-0.11, 0.01, -0.03], [0.03, -0.02, 0.02], [-0.02, -0.06, 0.03], [0.08, 0.12, -0.07], [0.13, -0.10, 0.01], [0.10, -0.12, 0.07], [-0.12, -0.11, 0.02], [-0.03, -0.01, -0.14], [-0.13, 0.07, 0.07], [0.02, 0.11, -0.12], [-0.02, 0.11, 0.12], [-0.05, -0.01, 0.00], [0.04, 0.00, -0.04]],
  "fmax_ev_per_a": 0.17,
  "charge": 0,
  "relative_energy_kj_mol": 144.32,
  "homo_lumo_gap_ha": 0.354,
  "smiles": "C=C1C=CCC1.[H][H]"
}

***

{
  "formula": "C4H7NO2",
  "method": "ωB97M-V with the def2-TZVPD basis set",
  "elements": ["C", "C", "C", "O", "N", "C", "O", "H", "H", "H", "H", "H", "H", "H"],
  "coordinates": [[-1.31300, -1.43624, 0.76525], [-0.36737, -0.74822, -0.22727], [-0.44557, 0.74480, -0.32236], [-1.52202, 1.30012, -0.39345], [0.69103, 1.52557, -0.38272], [2.02298, 1.17659, -0.23736], [2.97148, 1.86281, -0.46184], [-0.81492, -1.79937, 1.66347], [-2.12678, -0.76326, 1.03122], [-1.78306, -2.27479, 0.26117], [0.67384, -1.08106, -0.19947], [-0.62736, -1.19763, -1.19544], [0.57389, 2.51754, -0.53760], [2.06687, 0.17315, 0.23639]],
  "forces_ev_per_angstrom": [[-0.04, 0.28, 0.01], [0.88, -1.13, -0.76], [-1.31, 0.30, -0.05], [0.15, -0.05, 0.10], [1.24, 0.74, -0.26], [-0.86, -1.63, 1.07], [0.12, 0.57, -0.26], [-0.01, 0.13, -0.01], [0.09, 0.07, 0.11], [0.04, -0.21, 0.13], [-0.11, -0.06, 0.71], [-0.22, 0.83, -0.20], [-0.53, 0.03, -0.22], [0.55, 0.13, -0.37]],
  "fmax_ev_per_a": 2.13,
  "charge": 0,
  "relative_energy_kj_mol": 49.14,
  "homo_lumo_gap_ha": 0.410,
  "smiles": "CCC(=O)NC=O"
}

***

{
  "formula": "C5H7N3",
  "method": "ωB97M-V with the def2-TZVPD basis set",
  "elements": ["N", "C", "C", "N", "N", "C", "H", "H", "H", "C", "C", "H", "H", "H", "H"],
  "coordinates": [[1.86959, -2.67378, -0.09750], [1.77456, -1.54174, 0.06832], [1.88330, -0.17638, 0.07773], [1.92520, 0.69662, 1.07782], [1.61483, 1.82923, 0.27266], [1.66670, 0.96594, -0.90549], [2.31132, 2.54806, 0.36776], [2.56608, 1.21888, -1.40282], [0.71926, 1.10088, -1.34070], [-2.16685, -1.96186, 0.52556], [-1.34662, -0.91173, 0.69297], [-2.41996, -2.27750, -0.53837], [-2.29397, -2.58227, 1.29387], [-0.87344, -0.52591, 1.63511], [-1.06670, -0.14850, -0.01053]],
  "forces_ev_per_angstrom": [[-0.30, -0.36, 0.12], [0.74, -1.74, -0.22], [-1.06, 4.88, 0.67], [0.06, -0.81, 0.11], [0.33, -1.67, 1.36], [0.38, -0.09, 0.98], [0.25, 0.33, 0.10], [0.48, -0.08, -1.50], [-0.83, -0.53, -1.65], [2.20, 2.85, -4.33], [-0.05, 0.71, 1.26], [-0.10, 0.51, 1.69], [-0.93, -2.54, 2.84], [-0.87, -1.18, -0.30], [-0.29, -0.29, -1.15]],
  "fmax_ev_per_a": 5.63,
  "charge": 0,
  "relative_energy_kj_mol": 513.63,
  "homo_lumo_gap_ha": 0.365,
  "smiles": "N#CC1=NNC1.C=C"
}

***

{
  "formula": "H5NS2",
  "method": "ωB97M-V with the def2-TZVPD basis set",
  "elements": ["S", "S", "H", "H", "N", "H", "H", "H"],
  "coordinates": [[0.12309, -0.22328, -1.48670], [0.93992, 0.86706, 0.12506], [-0.45830, -1.19673, -0.76283], [0.32603, 0.15179, 1.05624], [-1.72147, -0.96078, 2.02462], [-1.76620, -0.33858, 1.20902], [-2.68382, -1.03667, 2.33093], [-1.30740, -0.29830, 2.68847]],
  "forces_ev_per_angstrom": [[-0.15, -0.03, -0.03], [0.12, 0.03, -0.25], [0.19, 0.08, 0.00], [-0.06, -0.15, 0.31], [0.37, 1.26, -0.21], [-0.27, -0.48, -0.08], [-0.16, -0.20, 0.02], [-0.03, -0.51, 0.24]],
  "fmax_ev_per_a": 1.33,
  "charge": 0,
  "relative_energy_kj_mol": 32.77,
  "homo_lumo_gap_ha": 0.323,
  "smiles": "SS.N"
}

***

{
  "formula": "CHF4IrNO3S",
  "method": "ωB97M-V with the def2-TZVPD basis set",
  "elements": ["N", "S", "O", "O", "C", "F", "F", "F", "F", "Ir", "O", "H"],
  "coordinates": [[0.05318, 1.24270, 0.89838], [-0.42871, 0.73009, -0.51799], [0.59155, -0.05802, -1.29527], [-1.22619, 1.72609, -1.21113], [-1.68856, -0.61912, -0.08334], [-2.25328, -0.38693, 1.09294], [-2.63630, -0.59956, -1.00834], [-1.12805, -1.81799, -0.07744], [3.87297, -0.79570, -0.61671], [2.26422, -0.19589, -0.40234], [1.31769, 0.55558, 1.15888], [1.26147, 0.21875, 2.06235]],
  "forces_ev_per_angstrom": [[0.92, 0.46, -0.14], [-6.05, 2.17, -0.27], [-0.86, 0.29, -1.13], [2.07, -1.69, 1.10], [-1.38, -0.42, -0.51], [0.67, 0.25, -0.26], [0.39, 0.13, 0.02], [0.56, -0.03, 0.17], [4.62, -1.58, -0.40], [0.08, -0.24, -0.62], [-1.09, 0.64, 1.39], [0.07, 0.04, 0.66]],
  "spin_multiplicity": 5,
  "fmax_ev_per_a": 6.43,
  "charge": 1,
  "homo_lumo_gap_ha": [0.399, 0.224],
  "s2": 6.01
}

***

{
  "formula": "C3H4N2O3",
  "method": "ωB97M-V with the def2-TZVPD basis set",
  "elements": ["O", "C", "C", "N", "N", "O", "C", "O", "H", "H", "H", "H"],
  "coordinates": [[2.39939, 0.40404, 0.02881], [1.16098, -0.14958, -0.00464], [0.70958, -1.47837, -0.00336], [-0.64212, -1.54502, -0.03087], [-0.98055, -0.26690, -0.04284], [-2.28840, 0.13344, 0.04403], [0.00164, 0.62939, -0.02853], [-0.15082, 1.94631, -0.02900], [3.04492, -0.30726, 0.11218], [1.28250, -2.38390, 0.02679], [-2.79662, -0.70603, 0.16196], [-1.08670, 2.20169, 0.08351]],
  "forces_ev_per_angstrom": [[0.52, -0.25, -0.01], [-0.81, 0.11, 0.02], [-0.30, 0.35, -0.06], [0.64, 0.48, 0.19], [-0.85, -0.18, -0.06], [-0.77, -0.71, -0.01], [0.85, -1.17, 0.12], [-0.56, 0.99, 0.05], [0.01, 0.16, -0.02], [0.13, -0.17, -0.06], [0.61, 0.71, -0.10], [0.52, -0.33, -0.06]],
  "fmax_ev_per_a": 1.45,
  "charge": 0,
  "relative_energy_kj_mol": 333.04,
  "homo_lumo_gap_ha": 0.323,
  "smiles": "Oc1cnn(O)c1O"
}

***

{
  "formula": "C4H9NO",
  "method": "ωB97M-V with the def2-TZVPD basis set",
  "elements": ["C", "C", "O", "N", "C", "C", "H", "H", "H", "H", "H", "H", "H", "H", "H"],
  "coordinates": [[-1.40840, 0.88847, -0.97543], [-0.02822, 0.23173, -0.94146], [0.75179, 0.28136, -1.86435], [0.33402, -0.15373, 0.38083], [-0.18999, -1.45449, 0.49896], [1.45742, 0.42430, 1.05947], [-1.18736, 1.95766, -0.84985], [-2.07580, 0.57722, -0.16579], [-1.89631, 0.75202, -1.93891], [-0.39671, -1.70714, 1.58267], [-0.86026, -1.24611, -0.55461], [0.28648, -2.31378, 0.03166], [2.39991, 0.17058, 0.57194], [1.47969, 0.07618, 2.10031], [1.33374, 1.51572, 1.06456]],
  "forces_ev_per_angstrom": [[-0.08, -0.09, -0.26], [0.82, 1.71, 0.21], [-0.26, 0.00, 0.19], [0.08, 0.54, -0.33], [-1.03, 0.01, -1.43], [0.33, -0.09, -0.12], [-0.11, -0.18, -0.04], [0.31, -0.01, -0.16], [0.05, 0.05, -0.02], [-0.95, 0.11, -1.36], [-0.72, -1.86, 3.21], [1.22, -0.04, 0.20], [0.24, 0.05, 0.13], [-0.04, 0.02, -0.25], [0.16, -0.24, 0.03]],
  "fmax_ev_per_a": 3.78,
  "charge": 0,
  "relative_energy_kj_mol": 293.53,
  "homo_lumo_gap_ha": 0.352,
  "smiles": "CC(=O)N(C)C"
}